(1)
{
  "formula": "C16H43ClMnO6Si2",
  "method": "ωB97M-V/def2-TZVPD",
  "species": ["O", "O", "C", "C", "H", "H", "H", "H", "H", "C", "C", "H", "H", "H", "H", "H", "C", "C", "C", "H", "H", "H", "H", "H", "C", "H", "H", "H", "H", "H", "H", "Mn", "C", "Si", "H", "H", "C", "C", "C", "C", "Si", "H", "H", "C", "C", "C", "H", "H", "H", "H", "H", "H", "H", "H", "H", "H", "H", "H", "H", "H", "H", "H", "H", "H", "O", "Cl", "O", "O", "O"],
  "positions_angstrom": [[-1.0638, -1.6607, -0.4245], [1.1472, 1.1428, -2.5198], [-0.1479, -2.7015, -0.9919], [-0.6530, -4.0997, -0.6537], [0.8117, -2.5008, -0.4691], [-0.0383, -2.5598, -2.0787], [-0.6774, -4.2871, 0.4296], [0.0098, -4.8317, -1.1305], [-1.6564, -4.2574, -1.0617], [-2.0898, -1.0815, -1.3348], [-1.7702, -1.1719, -2.8075], [-2.1983, -0.0443, -1.0078], [-3.0315, -1.5692, -1.0759], [-0.8201, -0.6451, -3.0064], [-2.5658, -0.6594, -3.3792], [-1.7352, -2.2283, -3.1161], [0.5533, 2.4520, -2.4675], [2.3174, 0.8371, -3.2727], [-0.5215, 2.4972, -3.5334], [1.2611, 3.3215, -2.5753], [0.1332, 2.3891, -1.4598], [-0.1237, 2.3814, -4.5494], [-1.0925, 3.4214, -3.4708], [-1.1929, 1.6513, -3.3429], [2.1442, 1.0376, -4.7808], [2.4038, -0.2233, -3.0130], [3.2010, 1.4352, -2.8945], [1.3217, 0.3946, -5.0953], [3.0322, 0.7021, -5.3132], [1.9523, 2.0661, -5.0871], [2.4179, 1.4609, -0.2561], [-0.6366, -1.0884, 1.5028], [1.9408, 0.6936, 0.3823], [3.5469, 0.7197, 1.2928], [1.7257, -0.1554, -0.2915], [1.0234, 1.1087, 0.8668], [4.7547, -0.4190, 0.4217], [3.2793, 0.2688, 3.0729], [3.9670, 2.5503, 1.0785], [-2.4117, -1.7615, 2.0848], [-3.4641, -0.1953, 2.0445], [-2.2363, -2.2230, 3.0669], [-2.7861, -2.5473, 1.4010], [-4.9648, -0.5606, 0.9677], [-2.6183, 1.3865, 1.4147], [-4.0078, 0.1413, 3.8025], [3.4705, 3.0135, 0.2186], [5.0399, 2.6684, 0.9239], [3.6228, 3.0989, 1.9609], [4.5527, -1.4645, 0.6958], [5.7518, -0.1222, 0.7709], [4.7153, -0.3332, -0.6745], [2.8683, -0.7625, 3.1468], [2.5816, 0.9798, 3.5604], [4.2875, 0.3302, 3.5297], [-3.3176, 1.9432, 0.7786], [-1.7008, 1.2677, 0.8179], [-2.3641, 2.0363, 2.2628], [-4.7345, 0.9626, 3.8422], [-3.1426, 0.3692, 4.4371], [-4.4791, -0.7729, 4.1823], [-5.8038, 0.0726, 1.2870], [-5.2186, -1.6177, 1.1309], [-4.7581, -0.4044, -0.1002], [1.0919, 0.0953, 4.8831], [0.0344, -0.3600, 4.0226], [-1.1424, -0.6660, 4.7898], [-0.2551, 0.6532, 2.9501], [0.4596, -1.5743, 3.2148]],
  "forces_ev_per_angstrom": [[0.768, -0.040, -0.825], [0.163, 0.155, -0.014], [0.012, 0.003, 0.846], [-0.062, 0.232, -0.185], [-0.362, -0.104, -0.583], [0.067, 0.152, 0.725], [0.055, 0.061, -0.313], [-0.086, 0.101, 0.203], [0.100, 0.017, 0.064], [-0.388, 0.153, 0.622], [0.211, 0.052, 0.079], [0.218, -0.036, -0.110], [0.078, -0.223, -0.150], [-0.317, -0.338, -0.095], [0.298, -0.288, 0.348], [-0.015, 0.492, -0.190], [0.633, -0.562, -0.517], [0.033, 1.062, 0.186], [-0.363, -0.018, 0.094], [-0.301, -0.989, 0.271], [-0.138, 0.841, -0.091], [-0.064, 0.156, 0.384], [-0.100, 0.074, -0.084], [-0.049, 0.225, -0.165], [0.074, -0.558, 0.292], [0.679, 0.135, -0.340], [-0.757, -0.675, -0.234], [-0.112, 0.158, -0.220], [0.138, -0.015, 0.034], [0.012, -0.029, 0.225], [-1.494, -0.260, -0.560], [0.748, 0.566, -0.487], [-0.506, -0.127, -0.750], [-0.344, 0.034, 0.446], [-0.067, 0.216, 0.330], [0.770, -0.102, -0.358], [-0.115, 0.176, 0.095], [0.598, 0.017, -0.028], [0.275, -0.193, 0.188], [-0.716, -1.170, 0.157], [-1.082, 1.371, 0.400], [0.087, 0.313, -0.134], [0.389, 0.399, 0.128], [0.473, -0.340, 0.075], [0.282, -0.035, -0.128], [0.177, -0.335, -0.095], [0.103, -0.171, 0.070], [0.053, 0.306, 0.275], [0.318, 0.060, -0.027], [0.197, 0.242, -0.045], [-0.023, -0.338, -0.200], [0.064, 0.051, 0.316], [0.469, 0.663, 0.127], [0.745, -0.431, -0.335], [-0.655, -0.202, 0.311], [0.019, -0.217, 0.054], [-0.064, 0.117, 0.043], [0.026, -0.284, -0.201], [0.164, -0.172, -0.040], [-0.356, 0.023, -0.135], [-0.039, 0.216, 0.144], [0.205, -0.187, -0.161], [-0.260, 0.266, -0.165], [-0.208, -0.019, 0.272], [-1.507, -0.871, -1.289], [0.862, 1.282, 2.328], [0.833, -0.030, -1.124], [-0.225, -1.386, 0.385], [-0.618, 0.357, -0.141]],
  "s2": 6.45,
  "total_charge": 1,
  "spin_multiplicity": 5,
  "homo_energy_ev": [-12.06, -12.06],
  "energy_ha": -3276.4946
}

---

(2)
{
  "formula": "C18H41AsCrN2O4S4Si",
  "method": "ωB97M-V/def2-TZVPD",
  "species": ["Cr", "S", "As", "S", "S", "S", "C", "C", "N", "C", "C", "C", "C", "N", "H", "H", "H", "H", "H", "H", "H", "H", "H", "H", "H", "H", "H", "H", "C", "C", "C", "C", "O", "Si", "O", "O", "C", "C", "C", "C", "O", "C", "C", "C", "C", "H", "H", "H", "H", "H", "H", "H", "H", "H", "H", "H", "H", "H", "H", "H", "H", "H", "H", "H", "H", "H", "H", "H", "H", "H", "H", "H"],
  "positions_angstrom": [[-0.2218, -1.5989, 1.8236], [0.8269, -4.9600, 4.1715], [-1.0253, -4.0082, 3.6794], [-0.8821, -1.7897, 4.1050], [-1.1097, -3.7807, 1.4747], [-2.7769, -4.8614, 4.5120], [2.8378, -0.5786, -2.1506], [3.7093, -0.7608, -0.9067], [3.6688, -2.0894, -0.3211], [4.7371, -3.0135, -0.6437], [4.5456, -3.7602, -1.9625], [2.5682, -2.4787, 0.4151], [2.5581, -3.8531, 1.0098], [1.5731, -1.7007, 0.6272], [2.9232, 0.4449, -2.5226], [1.7868, -0.7630, -1.9283], [3.1404, -1.2612, -2.9457], [3.4136, -0.0314, -0.1471], [4.7518, -0.5451, -1.1516], [4.8411, -3.7284, 0.1697], [5.6709, -2.4446, -0.6797], [3.5876, -4.2814, -1.9677], [5.3400, -4.4967, -2.1048], [4.5618, -3.0744, -2.8111], [3.3226, -3.9434, 1.7844], [2.7334, -4.6206, 0.2536], [1.5941, -4.0351, 1.4839], [1.6127, -0.7769, 0.2125], [1.0967, 2.8943, 1.5628], [0.5592, 3.4756, 0.2545], [1.7184, 3.9164, -0.6367], [-0.3585, 4.6650, 0.5376], [-0.1454, 2.4925, -0.4764], [-1.1839, 1.3185, 0.0908], [-0.3792, 0.1101, 0.6860], [-2.1340, 0.9415, -1.2121], [-1.9287, 0.0087, -2.2628], [-3.2599, -0.0696, -3.0056], [-1.5498, -1.3770, -1.7443], [-0.8379, 0.5501, -3.1874], [-2.1940, 2.1207, 1.1227], [-3.4369, 1.6735, 1.6710], [-4.5495, 2.2103, 0.7713], [-3.5165, 0.1540, 1.7701], [-3.5299, 2.2880, 3.0631], [1.6930, 3.6359, 2.1013], [1.7161, 2.0200, 1.3564], [0.2715, 2.5754, 2.2018], [2.3102, 4.6984, -0.1542], [1.3310, 4.2963, -1.5844], [2.3658, 3.0625, -0.8478], [0.1888, 5.4602, 1.0518], [-1.1972, 4.3438, 1.1546], [-0.7499, 5.0580, -0.4036], [-4.0316, -0.4506, -2.3347], [-3.1861, -0.7356, -3.8686], [-3.5552, 0.9252, -3.3467], [-2.2834, -1.7411, -1.0223], [-0.5867, -1.3628, -1.2349], [-1.5041, -2.0823, -2.5785], [-1.1200, 1.5373, -3.5596], [-0.6770, -0.1202, -4.0360], [0.0974, 0.6531, -2.6330], [-4.4333, 1.7993, -0.2327], [-4.4884, 3.3000, 0.7115], [-5.5315, 1.9316, 1.1617], [-3.3985, -0.3078, 0.7878], [-4.4891, -0.1428, 2.1687], [-2.7528, -0.2498, 2.4364], [-3.4353, 3.3752, 2.9994], [-2.7274, 1.8984, 3.6909], [-4.4857, 2.0411, 3.5308]],
  "forces_ev_per_angstrom": [[0.054, -0.247, -0.325], [-0.038, 0.002, 0.039], [0.171, 0.353, 0.159], [-0.106, -0.076, 0.015], [-0.010, -0.160, -0.169], [0.011, 0.019, -0.042], [0.013, 0.006, 0.034], [-0.035, -0.008, -0.066], [-0.073, 0.000, 0.024], [0.032, -0.011, -0.006], [-0.009, 0.019, 0.001], [0.103, -0.009, -0.049], [-0.026, 0.011, 0.041], [-0.190, -0.021, 0.076], [-0.009, 0.000, 0.009], [0.029, -0.030, -0.001], [0.000, 0.001, 0.000], [0.020, 0.013, 0.011], [0.009, -0.018, -0.002], [-0.008, 0.000, -0.007], [0.011, -0.002, 0.015], [0.005, -0.006, -0.001], [0.004, 0.006, -0.001], [-0.002, -0.005, 0.002], [0.011, -0.001, -0.004], [-0.004, -0.005, 0.003], [0.004, -0.017, -0.012], [0.010, 0.037, -0.056], [-0.019, 0.026, -0.019], [0.125, -0.046, 0.118], [-0.008, -0.031, -0.005], [-0.011, -0.018, -0.014], [-0.200, 0.157, -0.190], [0.110, -0.013, 0.055], [0.021, 0.088, 0.391], [-0.070, -0.031, 0.026], [0.056, -0.008, -0.060], [0.012, 0.031, -0.007], [-0.005, 0.022, 0.017], [-0.008, -0.008, 0.034], [0.055, -0.013, -0.020], [-0.053, 0.005, 0.021], [0.021, -0.013, -0.005], [0.010, 0.006, -0.019], [0.015, 0.001, -0.005], [-0.010, 0.015, -0.010], [-0.021, -0.004, 0.025], [0.037, -0.015, 0.012], [-0.001, -0.002, -0.004], [0.006, 0.000, 0.003], [0.001, 0.006, 0.003], [-0.003, -0.002, 0.006], [0.006, 0.011, -0.012], [-0.004, -0.001, 0.005], [-0.001, 0.004, -0.004], [-0.001, -0.002, 0.003], [0.000, -0.007, 0.003], [0.011, 0.001, -0.013], [-0.009, -0.004, -0.018], [-0.003, -0.010, 0.006], [0.006, -0.001, 0.006], [0.013, -0.010, 0.006], [-0.031, 0.015, -0.034], [-0.011, 0.010, 0.003], [0.004, -0.005, -0.005], [0.002, -0.003, 0.002], [-0.014, 0.000, 0.006], [-0.005, 0.004, 0.000], [0.012, -0.001, 0.007], [-0.004, -0.006, -0.001], [-0.007, -0.001, -0.003], [0.004, -0.001, 0.002]],
  "s2": 6.03,
  "total_charge": -2,
  "spin_multiplicity": 5,
  "homo_energy_ev": [-0.81, -0.91],
  "energy_ha": -6283.8251
}

---

(3)
{
  "formula": "C7H12N3",
  "method": "ωB97M-V/def2-TZVPD",
  "species": ["C", "N", "N", "C", "C", "C", "C", "C", "N", "C", "H", "H", "H", "H", "H", "H", "H", "H", "H", "H", "H", "H"],
  "positions_angstrom": [[-0.4378, 1.8093, 2.3495], [-1.0404, 0.8775, 1.5152], [-0.1679, -0.3898, 1.0525], [-0.0204, -0.9506, -0.1219], [0.0780, -2.3068, -0.3306], [0.6805, -2.7990, -1.4928], [1.1019, -1.9063, -2.5114], [0.7276, -0.6319, -2.3600], [0.1453, -0.1089, -1.2500], [-0.3439, 1.2385, -1.2046], [0.2449, 2.4910, 1.9448], [-1.2183, 2.4495, 2.5708], [0.0811, 1.5191, 3.2743], [-1.9035, 0.4903, 1.8430], [-0.0305, -0.9482, 1.8356], [-0.0902, -3.1868, 0.3514], [0.9635, -3.8104, -1.5401], [1.4801, -2.2008, -3.4089], [0.7016, -0.0167, -3.1815], [0.5011, 1.8650, -0.8224], [-0.6009, 1.6168, -2.1299], [-1.2194, 1.2094, -0.6549]],
  "forces_ev_per_angstrom": [[1.784, -0.313, 1.848], [1.101, -3.370, -3.315], [-2.034, 4.086, 2.655], [-0.220, 1.858, -2.642], [1.259, -3.293, -0.628], [0.667, 2.447, 0.020], [-1.523, -1.104, 2.948], [-1.314, 0.515, 1.351], [0.293, -3.036, 0.510], [2.631, 0.581, 0.809], [1.239, 0.599, -1.693], [-1.881, 1.252, 1.017], [-0.534, -0.626, 0.053], [-0.115, -0.438, 0.380], [0.188, -1.385, 1.352], [-0.265, 1.910, 0.108], [-0.174, -1.252, -0.208], [1.186, -0.941, -2.184], [0.318, 1.721, -1.664], [-1.146, -0.150, 0.216], [-0.215, 0.341, -2.334], [-1.247, 0.598, 1.402]],
  "total_charge": 1,
  "spin_multiplicity": 1,
  "homo_energy_ev": -13.21,
  "energy_ha": -437.8602
}

---

(4)
{
  "formula": "C28H36N4O12",
  "method": "ωB97M-V/def2-TZVPD",
  "species": ["O", "C", "C", "O", "H", "H", "H", "H", "C", "C", "C", "C", "C", "C", "O", "O", "H", "H", "H", "H", "H", "H", "C", "C", "C", "C", "C", "C", "O", "O", "H", "H", "H", "H", "H", "H", "C", "C", "C", "C", "C", "C", "O", "O", "H", "H", "H", "H", "H", "H", "C", "C", "C", "C", "C", "C", "O", "O", "H", "H", "H", "H", "H", "H", "C", "O", "N", "N", "H", "H", "H", "H", "C", "O", "N", "N", "H", "H", "H", "H"],
  "positions_angstrom": [[16.3920, -9.8000, 22.9966], [16.6434, -8.7386, 22.1340], [15.6188, -7.6049, 21.8560], [14.2955, -7.9134, 21.6555], [16.8416, -9.1700, 21.1222], [17.6034, -8.2349, 22.3996], [15.9723, -7.0248, 20.9511], [15.6654, -6.7740, 22.6017], [15.9715, -5.1648, 26.1198], [15.2260, -4.3805, 25.2637], [15.7220, -4.0965, 23.9971], [16.9796, -4.4822, 23.5897], [17.7299, -5.2533, 24.4716], [17.2094, -5.6544, 25.6785], [17.9416, -6.4928, 26.4860], [14.9676, -3.3652, 23.1085], [15.6051, -5.4396, 27.1021], [14.2511, -4.0118, 25.5605], [17.2131, -4.2718, 22.5549], [18.7424, -5.5362, 24.2099], [17.5519, -6.5160, 27.3640], [14.1405, -3.0720, 23.4968], [15.7056, -8.6864, 17.1737], [15.1652, -8.8486, 18.4384], [13.9939, -9.5793, 18.6284], [13.3428, -10.0626, 17.5005], [13.9112, -9.9982, 16.2411], [15.0683, -9.2381, 16.0709], [15.6318, -9.0482, 14.8149], [13.5053, -9.8102, 19.8641], [16.6608, -8.2352, 16.9272], [15.7796, -8.5359, 19.2760], [12.4314, -10.6436, 17.6023], [13.5623, -10.4834, 15.3339], [14.9209, -9.1159, 14.1728], [13.6868, -9.0055, 20.4386], [14.0917, -3.5398, 18.8332], [14.7332, -2.3137, 18.7274], [16.0972, -2.2046, 18.9242], [16.7912, -3.3266, 19.3674], [16.1428, -4.5441, 19.5130], [14.7906, -4.6867, 19.2009], [14.1059, -5.8163, 19.4818], [16.6883, -0.9500, 18.8245], [13.0189, -3.6182, 18.7069], [14.1721, -1.4428, 18.4078], [17.8669, -3.2373, 19.4980], [16.7769, -5.3829, 19.7747], [14.7161, -6.4542, 19.8977], [17.6240, -1.1048, 18.6671], [14.2422, -8.4707, 27.0393], [15.2034, -9.1831, 26.3414], [15.1790, -10.5719, 26.3157], [14.3939, -11.2379, 27.2527], [13.4905, -10.5173, 28.0295], [13.4083, -9.1382, 27.9261], [12.4313, -8.4443, 28.6502], [16.0296, -11.2711, 25.5447], [14.1853, -7.4051, 26.8498], [15.8722, -8.6724, 25.6557], [14.3820, -12.3184, 27.3093], [12.8912, -11.0196, 28.7797], [11.9545, -7.8993, 28.0187], [16.3682, -10.7148, 24.8149], [15.5959, -12.8163, 21.3767], [15.0536, -13.8633, 20.9852], [16.5579, -12.7945, 22.3520], [15.2891, -11.5789, 20.9494], [16.8279, -11.8636, 22.6459], [16.8128, -13.6456, 22.8090], [14.5934, -11.3269, 20.2674], [15.7211, -10.7630, 21.3834], [19.8277, -10.4319, 24.5671], [20.9798, -10.4992, 24.9966], [19.1729, -11.4759, 23.9616], [19.0652, -9.3164, 24.6427], [18.3436, -11.2076, 23.4501], [19.7621, -12.2702, 23.8053], [19.4856, -8.4730, 24.9797], [18.0859, -9.3726, 24.3742]],
  "forces_ev_per_angstrom": [[0.309, 0.153, 0.737], [0.662, -0.506, -0.496], [-1.646, 0.681, 0.275], [0.072, -0.682, -0.742], [0.095, 0.134, -0.083], [-0.047, 0.222, -0.105], [1.009, -0.425, -0.057], [0.334, -0.428, 0.466], [0.484, -0.353, -0.434], [0.148, -0.064, -0.009], [-0.961, 0.788, -0.012], [-0.565, -0.438, 0.363], [0.527, 0.070, -0.721], [-0.565, 0.332, 1.099], [0.418, 0.099, -0.222], [0.341, 0.086, -0.319], [-0.049, 0.005, -0.003], [-0.026, -0.019, -0.019], [0.521, 0.036, 0.119], [-0.102, -0.268, -0.041], [-0.116, -0.108, -0.048], [-0.015, -0.224, 0.158], [-0.180, -0.325, -0.941], [1.092, -0.179, -0.098], [-0.144, 0.726, 0.070], [-0.469, -1.231, -0.173], [1.073, 1.070, -0.500], [-0.395, -0.229, 0.347], [0.079, -0.043, -0.001], [-0.728, 0.295, -0.925], [-0.020, 0.325, 0.591], [-0.389, 0.093, 0.226], [0.032, 0.088, 0.295], [-0.606, -0.121, 0.301], [0.032, -0.046, -0.038], [0.786, 0.235, 1.160], [-0.077, -0.093, 0.088], [-0.134, 0.048, -0.644], [-0.274, -0.132, 0.768], [-0.085, 0.460, -0.698], [0.824, 0.047, -0.659], [-0.025, 0.199, 1.325], [0.385, 0.245, -0.673], [0.052, -0.262, -0.254], [0.022, 0.028, -0.094], [0.025, 0.040, 0.119], [-0.048, -0.177, 0.257], [-0.391, -0.213, 0.219], [-0.651, -0.275, 0.339], [0.058, 0.134, 0.071], [0.459, -0.187, 0.167], [-0.510, 0.281, -0.889], [0.907, -0.094, 0.701], [-0.661, 0.113, -0.170], [0.352, 0.092, 0.413], [-0.302, 0.177, -0.461], [0.067, -0.158, 0.081], [0.006, -0.310, 0.025], [-0.133, 0.052, 0.312], [-0.102, 0.011, -0.051], [0.224, -0.007, -0.064], [-0.163, -0.029, -0.152], [0.000, 0.063, 0.024], [-0.362, 0.252, -0.463], [-0.767, -0.334, -0.039], [0.407, 0.300, 0.055], [0.183, 0.143, -0.512], [0.456, 0.573, -0.455], [-0.132, -0.086, 0.422], [-0.063, 0.065, 0.156], [-0.182, -0.708, 0.249], [-0.206, -0.326, 0.504], [-0.001, 0.095, -0.006], [-0.013, -0.154, -0.104], [0.510, 0.648, 0.749], [-0.135, -0.042, 0.100], [0.064, -0.436, -0.357], [-0.372, -0.203, -0.424], [-0.140, 0.025, 0.158], [-0.068, 0.382, -0.357]],
  "total_charge": -2,
  "spin_multiplicity": 1,
  "homo_energy_ev": -1.37,
  "energy_ha": -2210.5229
}